DFT (the ωB97M-V functional and the def2-TZVPD basis) results for an isolated molecule of C24H21ClFNO2 in a non-equilibrium geometry.

Electronic energy, eV: -46052.9803
Molecular weight, g/mol: 409.9
HOMO, eV: -7.8
Kohn-Sham gap, eV: 7.96
SMILES: CC(=O)C1=CN(Cc2cccc(Cl)c2)C=C[C@H]1C[C@H]1Cc2cc(F)ccc2C1=O

```
! wB97M-V def2-TZVPD RIJCOSX def2/J DEFGRID3
* xyz 0 1
C 1.29 -4.12 0.22
C 2.20 -2.88 0.09
O 3.12 -2.91 -0.74
C 2.02 -1.67 0.91
C 3.13 -0.93 1.26
N 3.04 0.20 2.07
C 4.18 1.06 2.44
C 4.07 2.42 1.74
C 4.06 2.53 0.33
C 3.87 3.73 -0.30
C 3.79 4.90 0.46
C 3.68 4.85 1.87
Cl 3.43 6.30 2.82
C 3.89 3.60 2.51
C 1.79 0.49 2.63
C 0.63 -0.18 2.33
C 0.60 -1.34 1.37
C -0.25 -1.09 0.13
C -1.77 -0.93 0.42
C -2.16 0.45 0.86
C -2.97 1.00 -0.28
C -3.52 2.27 -0.34
C -4.31 2.60 -1.45
F -4.89 3.80 -1.48
C -4.54 1.68 -2.47
C -4.01 0.39 -2.38
C -3.26 0.06 -1.25
C -2.66 -1.18 -0.81
O -3.03 -2.32 -1.10
H 0.50 -4.10 -0.56
H 1.93 -5.03 0.08
H 0.80 -4.25 1.20
H 4.13 -1.26 0.95
H 4.23 1.19 3.51
H 5.11 0.56 2.19
H 4.19 1.63 -0.29
H 3.82 3.81 -1.40
H 3.65 5.88 0.01
H 3.83 3.58 3.62
H 1.69 1.27 3.39
H -0.22 0.07 2.92
H 0.15 -2.16 1.93
H -0.14 -1.92 -0.56
H 0.14 -0.14 -0.33
H -2.10 -1.70 1.14
H -1.28 1.15 1.03
H -2.76 0.45 1.79
H -3.29 3.01 0.41
H -5.16 2.00 -3.30
H -4.17 -0.36 -3.17
*
```

=====

DFT (the ωB97M-V functional and the def2-TZVPD basis) results for a structure of composition C24H21ClN2NdP in a non-equilibrium geometry.

Electronic energy, eV: -65279.0053
Molecular weight, g/mol: 548.1
HOMO (spin up / spin down), eV: -14.5 / -14.5
Kohn-Sham gap (spin up / spin down), eV: 6.51 / 6.65

```
! wB97M-V def2-TZVPD RIJCOSX def2/J DEFGRID3
* xyz 2 4
Nd 1.38 0.87 -0.08
Cl 3.44 -0.46 0.55
P -1.14 -0.57 -0.01
C -1.68 -0.95 -1.70
C -3.03 -0.81 -2.02
C -3.45 -1.05 -3.33
C -2.52 -1.42 -4.31
C -1.15 -1.46 -4.00
C -0.73 -1.21 -2.71
C -0.28 -2.07 0.66
C 0.58 -1.92 1.77
C 1.41 -2.99 2.15
C 1.31 -4.23 1.51
C 0.49 -4.35 0.38
C -0.29 -3.28 -0.06
C -2.38 -0.06 1.23
C -2.26 1.16 1.92
C -3.10 1.48 2.99
C -4.10 0.56 3.37
C -4.17 -0.69 2.74
C -3.29 -1.01 1.69
H 0.67 -0.97 2.31
H 2.14 -2.84 2.95
H 1.87 -5.09 1.90
H 0.48 -5.29 -0.17
H -0.85 -3.34 -0.99
H -3.71 -0.41 -1.27
H -4.50 -0.96 -3.59
H -2.85 -1.68 -5.32
H -0.41 -1.70 -4.77
H 0.34 -1.14 -2.50
H -1.49 1.88 1.62
H -2.99 2.44 3.48
H -4.81 0.85 4.13
H -4.91 -1.41 3.07
H -3.29 -2.00 1.24
H -0.58 1.47 -1.28
H -0.56 1.48 -0.47
N 6.79 5.56 -0.21
C 6.05 4.68 -0.07
C 4.98 3.73 -0.04
C 4.03 3.85 0.99
C 2.73 3.53 0.64
N 2.53 2.85 -0.55
C 3.48 2.73 -1.56
C 4.79 2.93 -1.18
H 4.36 4.23 1.95
H 1.83 3.87 1.18
H 3.13 2.60 -2.58
H 5.70 2.60 -1.68
*
```

=====

DFT (the ωB97M-V functional and the def2-TZVPD basis) results for a structure of composition C24H21ClN2NdP in a non-equilibrium geometry.

Electronic energy, eV: -65281.4437
Molecular weight, g/mol: 548.1
HOMO (spin up / spin down), eV: -14.7 / -14.7
Kohn-Sham gap (spin up / spin down), eV: 6.70 / 6.90

```
! wB97M-V def2-TZVPD RIJCOSX def2/J DEFGRID3
* xyz 2 4
Nd -0.52 0.42 1.81
Cl 0.10 2.51 3.07
P 0.06 -0.02 -0.91
C -1.37 -0.72 -1.73
C -1.20 -1.54 -2.86
C -2.31 -2.13 -3.46
C -3.58 -1.94 -2.92
C -3.76 -1.17 -1.78
C -2.66 -0.55 -1.18
C -0.12 1.82 -1.09
C 0.69 2.65 -0.28
C 0.44 4.03 -0.25
C -0.58 4.58 -1.02
C -1.38 3.75 -1.82
C -1.16 2.37 -1.85
C 1.60 -0.39 -1.70
C 2.66 -0.99 -0.97
C 3.91 -1.10 -1.56
C 4.11 -0.63 -2.86
C 3.06 -0.05 -3.59
C 1.80 0.08 -3.01
H 1.47 2.21 0.37
H 1.04 4.66 0.40
H -0.78 5.65 -0.99
H -2.19 4.17 -2.41
H -1.81 1.71 -2.43
H -0.19 -1.72 -3.25
H -2.16 -2.74 -4.35
H -4.43 -2.42 -3.38
H -4.76 -1.02 -1.36
H -2.81 0.10 -0.30
H 2.47 -1.32 0.06
H 4.75 -1.53 -1.00
H 5.09 -0.69 -3.31
H 3.22 0.34 -4.59
H 1.00 0.58 -3.54
H -0.26 -4.34 -2.51
H 0.49 -4.19 -2.46
N -0.03 -0.38 8.88
C 0.00 -0.51 7.70
C 0.01 -0.72 6.26
C 1.19 -0.95 5.57
C 1.21 -1.02 4.18
N 0.03 -0.98 3.51
C -1.18 -0.92 4.17
C -1.20 -0.82 5.56
H 2.14 -1.15 6.07
H 2.09 -1.10 3.54
H -2.08 -0.97 3.52
H -2.15 -0.89 6.06
*
```

=====

DFT (the ωB97M-V functional and the def2-TZVPD basis) results for an isolated molecule of C24H21N3O3S3 in a non-equilibrium geometry.

Electronic energy, eV: -68346.8260
Molecular weight, g/mol: 495.7
HOMO, eV: -8.0
Kohn-Sham gap, eV: 8.15
SMILES: COc1cccc([C@H]2CC(c3cccs3)=NN2C(=O)CSc2nc3ccccc3s2)c1OC

```
! wB97M-V def2-TZVPD RIJCOSX def2/J DEFGRID3
* xyz 0 1
C -7.31 -0.90 0.50
O -6.00 -0.61 0.93
C -4.97 -0.79 0.05
C -5.12 -1.25 -1.25
C -4.02 -1.42 -2.07
C -2.75 -1.14 -1.61
C -2.58 -0.68 -0.31
C -1.21 -0.33 0.19
C -0.21 -1.49 0.19
C 0.87 -0.98 -0.73
C 2.08 -1.67 -1.01
C 3.11 -1.30 -1.84
C 4.19 -2.20 -1.80
C 3.98 -3.24 -0.95
S 2.45 -3.15 -0.18
N 0.61 0.18 -1.22
N -0.56 0.63 -0.73
C -1.02 1.89 -0.90
O -2.05 2.28 -0.39
C -0.16 2.74 -1.80
S 1.12 3.68 -0.87
C 1.86 2.40 0.06
N 1.29 1.80 1.04
C 2.08 0.82 1.57
C 1.73 -0.02 2.62
C 2.62 -0.99 3.02
C 3.87 -1.11 2.40
C 4.24 -0.27 1.37
C 3.34 0.69 0.95
S 3.50 1.86 -0.32
C -3.68 -0.50 0.53
O -3.46 -0.08 1.82
C -4.01 1.19 2.15
H -7.61 -0.27 -0.34
H -7.41 -1.95 0.22
H -7.94 -0.69 1.36
H -6.10 -1.48 -1.64
H -4.16 -1.78 -3.08
H -1.90 -1.27 -2.25
H -1.29 0.14 1.17
H -0.65 -2.41 -0.22
H 0.19 -1.72 1.17
H 3.08 -0.41 -2.44
H 5.09 -2.08 -2.38
H 4.63 -4.07 -0.74
H -0.76 3.52 -2.27
H 0.36 2.14 -2.54
H 0.76 0.09 3.09
H 2.36 -1.66 3.82
H 4.55 -1.88 2.73
H 5.21 -0.37 0.89
H -3.69 1.38 3.17
H -5.10 1.18 2.09
H -3.61 1.95 1.48
*
```

=====

DFT (the ωB97M-V functional and the def2-TZVPD basis) results for a structure of composition C24H21N6O2S5W in a non-equilibrium geometry.

Electronic energy, eV: -94262.8957
Molecular weight, g/mol: 769.6
HOMO (spin up / spin down), eV: -10.6 / -10.8
Kohn-Sham gap (spin up / spin down), eV: 6.78 / 6.30

```
! wB97M-V def2-TZVPD RIJCOSX def2/J DEFGRID3
* xyz 1 3
W -0.58 -0.73 -0.10
C 5.18 -1.60 2.02
C 4.86 -1.48 0.53
N 3.59 -2.12 0.21
C 2.47 -1.48 -0.11
S 1.05 -2.48 -0.45
N 2.43 -0.18 -0.22
N 1.21 0.31 -0.51
C 1.17 1.55 -0.93
C 2.40 2.36 -1.06
C -0.16 1.98 -1.31
C -0.48 3.24 -1.78
C -1.78 3.53 -2.14
C -2.75 2.54 -2.01
C -2.37 1.31 -1.53
N -1.11 1.02 -1.19
H 6.14 -1.12 2.23
H 5.24 -2.65 2.31
H 4.41 -1.11 2.62
H 5.64 -1.95 -0.06
H 4.78 -0.44 0.24
H 3.53 -3.12 0.30
H 3.02 2.21 -0.18
H 2.18 3.42 -1.17
H 2.98 2.02 -1.92
H 0.29 4.00 -1.86
H -2.05 4.51 -2.50
H -3.78 2.73 -2.27
H -3.11 0.53 -1.38
S -2.96 -1.77 0.39
C -2.75 -2.02 -1.29
N -1.58 -1.62 -1.75
C -1.47 -1.72 -3.13
C -0.38 -1.35 -3.91
C -0.47 -1.49 -5.28
C -1.63 -1.99 -5.87
C -2.72 -2.38 -5.11
C -2.63 -2.23 -3.73
S -3.84 -2.58 -2.51
H 0.52 -1.00 -3.42
H 0.36 -1.21 -5.91
H -1.67 -2.09 -6.95
H -3.61 -2.78 -5.56
O -2.07 1.49 1.37
S -0.86 1.45 2.16
O 0.13 2.44 1.88
N -0.27 -0.11 1.88
C -0.55 -0.92 2.94
S -0.45 -2.55 2.80
C -1.00 -0.17 4.12
C -1.25 -0.67 5.39
C -1.67 0.21 6.38
C -1.85 1.56 6.11
C -1.62 2.07 4.84
C -1.20 1.19 3.87
H -1.11 -1.73 5.59
H -1.87 -0.17 7.37
H -2.17 2.22 6.90
H -1.76 3.12 4.62
*
```

=====

DFT (the ωB97M-V functional and the def2-TZVPD basis) results for a structure of composition C24H21N9ReS2 in a non-equilibrium geometry.

Electronic energy, eV: -62427.4489
Molecular weight, g/mol: 685.8
HOMO (spin up / spin down), eV: -13.7 / -13.8
Kohn-Sham gap (spin up / spin down), eV: 5.82 / 6.29

```
! wB97M-V def2-TZVPD RIJCOSX def2/J DEFGRID3
* xyz 2 2
Re 0.26 -0.34 0.39
N 0.37 0.22 -3.94
C 0.69 0.15 -2.66
N -0.06 -0.41 -1.74
C -1.32 -0.89 -2.11
N -2.16 -1.31 -1.21
N -1.63 -1.19 0.06
C -2.38 -1.47 1.06
C -1.76 -1.33 2.37
C -2.42 -1.66 3.54
C -1.74 -1.54 4.75
C -0.43 -1.11 4.74
C 0.17 -0.78 3.53
N -0.48 -0.87 2.36
C -1.68 -0.90 -3.51
C -2.89 -1.45 -3.96
C -3.19 -1.42 -5.31
C -2.30 -0.84 -6.22
C -1.11 -0.28 -5.79
C -0.81 -0.33 -4.44
H 1.01 0.68 -4.57
H 1.63 0.60 -2.36
H -3.41 -1.79 0.93
H -3.44 -2.01 3.50
H -2.23 -1.79 5.68
H 0.14 -1.01 5.65
H 1.18 -0.41 3.49
H -3.57 -1.89 -3.25
H -4.12 -1.84 -5.66
H -2.55 -0.81 -7.27
H -0.42 0.17 -6.50
N 2.94 -1.07 -0.85
C 2.86 -2.53 -0.96
C 2.25 -3.07 0.31
N 0.87 -2.56 0.50
H 3.35 -0.66 -1.68
H 3.59 -0.83 -0.10
H 3.84 -3.00 -1.11
H 2.24 -2.79 -1.82
H 2.84 -2.76 1.18
H 2.24 -4.16 0.29
H 0.55 -2.90 1.40
H 0.28 -3.04 -0.17
S -0.77 1.68 0.32
C 0.11 2.79 1.29
C -0.40 4.07 1.59
C 0.35 4.94 2.35
C -0.18 6.24 2.66
N -0.62 7.27 2.90
C 1.63 4.56 2.81
C 2.14 3.32 2.51
C 1.38 2.42 1.75
S 2.00 0.87 1.33
C 2.41 5.47 3.60
N 3.03 6.19 4.24
H -1.38 4.36 1.24
H 3.12 3.03 2.87
*
```

=====

DFT (the ωB97M-V functional and the def2-TZVPD basis) results for a structure of composition C24H22AuBN7O2S2.

Electronic energy, eV: -65804.6930
Molecular weight, g/mol: 712.4
HOMO, eV: -9.8
Kohn-Sham gap, eV: 3.40

```
! wB97M-V def2-TZVPD RIJCOSX def2/J DEFGRID3
* xyz 1 1
Au 0.08 0.06 -0.04
O -5.33 1.49 4.52
C -4.47 2.32 4.21
O -4.26 3.49 4.55
C -3.41 1.77 3.22
C -3.48 0.48 2.74
C -2.52 0.01 1.85
N -1.51 0.81 1.43
C -1.44 2.07 1.90
C -2.37 2.58 2.78
C -0.32 2.92 1.42
C -0.15 4.25 1.84
C 0.91 4.98 1.36
C 1.80 4.39 0.46
C 1.57 3.08 0.10
N 0.54 2.37 0.56
C -2.59 -1.39 1.33
C -3.60 -2.26 1.71
C -3.61 -3.55 1.19
C -2.61 -3.93 0.31
C -1.65 -3.00 -0.02
N -1.64 -1.77 0.47
H -4.30 -0.12 3.10
H -2.36 3.58 3.18
H -0.85 4.69 2.53
H 1.05 6.01 1.67
H 2.65 4.93 0.07
H 2.24 2.57 -0.59
H -4.37 -1.96 2.40
H -4.39 -4.24 1.48
H -2.59 -4.93 -0.12
H -0.85 -3.25 -0.71
C 3.09 0.30 2.46
N 3.61 0.53 1.11
C 4.63 1.37 0.79
C 4.80 1.29 -0.56
N 3.90 0.40 -1.06
B 3.64 0.14 -2.60
N 2.50 1.18 -2.97
C 2.72 2.45 -3.42
C 1.52 3.10 -3.48
N 0.57 2.22 -3.05
C -0.86 2.49 -2.95
C 1.18 1.04 -2.76
S 0.35 -0.39 -2.28
C 3.18 -0.07 -0.03
S 1.96 -1.29 -0.09
H 3.54 1.02 3.12
H 3.33 -0.71 2.79
H 2.01 0.43 2.46
H 5.17 1.93 1.54
H 5.51 1.78 -1.20
H 3.26 -0.97 -2.77
H 4.63 0.47 -3.19
H 3.71 2.79 -3.68
H 1.27 4.09 -3.80
H -1.01 3.56 -3.12
H -1.21 2.23 -1.96
H -1.40 1.93 -3.70
*
```

=====

DFT (the ωB97M-V functional and the def2-TZVPD basis) results for an isolated molecule of C24H22BClF13NO2S3 in a non-equilibrium geometry.

Electronic energy, eV: -111858.5919
Molecular weight, g/mol: 745.9
HOMO, eV: -8.2
Kohn-Sham gap, eV: 7.55
SMILES: C=CN1c2cccc(B(O)OC)c2Sc2cc(CCCCl)c(S)c(CCC(F)(F)C(F)(F)C(F)(F)C(F)(F)S(F)(F)(F)(F)F)c21

```
! wB97M-V def2-TZVPD RIJCOSX def2/J DEFGRID3
* xyz 0 1
C 0.91 2.18 -3.94
C 1.63 1.86 -2.83
N 1.12 1.25 -1.62
C 1.60 1.89 -0.42
C 2.92 1.46 0.10
C 3.49 2.07 1.30
C 2.76 3.10 2.02
C 1.43 3.55 1.57
B 0.62 4.67 2.42
O 1.18 5.87 2.89
O -0.74 4.38 2.71
C -0.90 3.06 3.25
C 0.92 2.93 0.35
S -0.70 3.49 -0.30
C -1.32 1.97 -1.09
C -2.74 1.70 -1.12
C -3.28 0.47 -1.72
C -4.81 0.21 -1.69
C -5.18 -0.28 -0.21
C -5.36 0.93 0.79
Cl -6.53 0.55 2.14
C -2.29 -0.44 -2.32
S -2.93 -1.98 -3.10
C -0.84 -0.16 -2.29
C 0.17 -1.15 -2.94
C 1.09 -1.75 -1.78
C 1.10 -3.32 -1.78
F 1.85 -3.66 -2.92
F -0.14 -3.87 -1.99
C 1.89 -3.95 -0.57
F 3.20 -3.54 -0.68
F 1.91 -5.33 -0.81
C 1.24 -3.76 0.86
F 0.87 -5.00 1.35
F 0.02 -3.10 0.70
C 2.05 -2.89 1.89
F 2.55 -1.74 1.33
F 1.12 -2.43 2.81
S 3.38 -3.74 2.89
F 3.63 -4.90 1.79
F 2.33 -4.62 3.75
F 3.24 -2.55 4.03
F 4.51 -2.79 2.17
F 4.58 -4.39 3.77
C -0.32 1.06 -1.64
H 1.46 2.20 -4.91
H -0.19 2.39 -3.97
H 2.73 2.04 -2.88
H 3.49 0.66 -0.42
H 4.49 1.71 1.63
H 3.21 3.56 2.93
H 1.60 5.71 3.75
H -0.77 2.23 2.50
H -0.17 2.86 4.08
H -1.92 2.91 3.69
H -3.47 2.42 -0.67
H -5.11 -0.64 -2.36
H -5.43 1.12 -1.87
H -6.14 -0.87 -0.18
H -4.38 -0.98 0.15
H -5.79 1.78 0.20
H -4.37 1.22 1.23
H -3.76 -2.48 -2.12
H -0.31 -1.96 -3.53
H 0.80 -0.53 -3.64
H 2.13 -1.33 -1.90
H 0.70 -1.32 -0.82
*
```